# 1
ORCA calculation (ωB97M-V/def2-TZVPD) on a 6-piece molecular cluster, C26H71BN6O4 overall in a non-equilibrium geometry.

Geometry (Å):
B 16.136 0.644 17.345
H 16.369 0.573 18.396
H 15.999 -0.369 17.000
H 15.191 1.157 17.253
H 16.947 1.120 16.815
C 12.000 -0.544 21.478
C 12.753 0.476 22.416
N 14.183 0.631 22.210
C 14.775 1.531 21.360
C 16.141 1.291 21.204
N 16.383 0.218 22.025
C 15.204 -0.146 22.703
C 17.692 -0.458 22.254
H 10.968 -0.526 21.826
H 12.358 -1.554 21.681
H 12.174 -0.371 20.416
H 12.691 0.137 23.450
H 12.253 1.442 22.348
H 14.165 2.246 20.828
H 16.906 1.882 20.722
H 15.115 -0.941 23.429
H 18.426 0.242 22.653
H 17.983 -0.902 21.303
H 17.534 -1.258 22.978
C 14.178 -5.763 20.651
N 15.139 -4.667 20.087
C 16.431 -4.443 21.016
C 15.566 -5.188 18.688
C 14.380 -3.329 20.071
C 15.042 -2.136 19.351
O 15.257 -2.402 17.947
H 13.301 -5.815 20.006
H 13.847 -5.468 21.647
H 14.736 -6.694 20.743
H 16.007 -4.065 21.946
H 16.996 -3.637 20.546
H 16.946 -5.403 21.049
H 16.028 -6.151 18.905
H 16.370 -4.558 18.308
H 14.605 -5.277 18.181
H 14.172 -3.144 21.125
H 13.393 -3.428 19.618
H 15.975 -1.743 19.757
H 14.392 -1.263 19.293
H 15.636 -1.608 17.561
C 15.147 7.872 17.166
N 15.251 6.375 16.812
C 13.809 5.713 16.873
C 15.697 6.302 15.340
C 16.320 5.718 17.718
C 16.535 4.196 17.585
O 15.544 3.401 18.149
H 14.603 7.929 18.108
H 14.556 8.251 16.332
H 16.178 8.227 17.171
H 13.597 5.602 17.937
H 13.828 4.753 16.357
H 13.060 6.332 16.380
H 15.005 6.945 14.796
H 15.712 5.313 14.881
H 16.618 6.866 15.189
H 15.994 6.037 18.709
H 17.258 6.263 17.614
H 17.394 3.905 18.190
H 16.674 3.925 16.538
H 15.629 2.530 17.754
C 21.943 -1.832 17.247
N 20.976 -2.476 18.283
C 21.541 -3.828 18.704
C 21.034 -1.550 19.500
C 19.566 -2.728 17.675
C 18.969 -1.513 16.924
O 18.606 -0.677 18.055
H 21.807 -2.575 16.461
H 22.984 -1.871 17.569
H 21.710 -0.794 17.013
H 21.384 -4.569 17.921
H 20.916 -4.177 19.526
H 22.608 -3.751 18.914
H 20.457 -1.986 20.316
H 20.886 -0.516 19.189
H 22.096 -1.492 19.736
H 18.991 -3.138 18.505
H 19.589 -3.531 16.938
H 17.970 -1.721 16.539
H 19.550 -1.011 16.151
H 17.935 -0.025 17.840
C 10.195 -2.304 16.056
N 11.024 -1.470 15.040
C 12.209 -2.273 14.567
C 9.973 -1.340 13.846
C 11.418 -0.082 15.611
C 12.676 0.578 14.928
O 12.323 1.000 13.584
H 10.776 -2.552 16.944
H 9.824 -3.210 15.577
H 9.282 -1.829 16.414
H 12.815 -1.863 13.759
H 11.949 -3.253 14.167
H 12.958 -2.391 15.350
H 9.073 -0.827 14.184
H 9.774 -2.362 13.523
H 10.470 -0.801 13.038
H 11.696 -0.352 16.629
H 10.515 0.528 15.621
H 13.492 -0.142 14.858
H 13.198 1.356 15.484
H 12.464 1.939 13.444

The total energy comes out at -45887.6221 eV. The frontier orbital gap (alpha / beta) comes out at 3.446 / 7.491 eV. As for the net charge: +3. As for the multiplicity: 2. The calculation puts the LUMO energy (alpha / beta) at -5.8 / -5.8 eV.

***

# 2
ORCA calculation (ωB97M-V/def2-TZVPD) on C26H72BaN7O11 as an isolated structure in a non-equilibrium geometry.

Geometry (Å):
Ba 0.566 2.130 -2.113
N 0.190 -0.683 0.594
O -1.053 -0.712 0.785
O 0.949 -1.408 1.230
O 0.601 -0.012 -0.332
C 0.921 -5.104 -1.733
C -0.538 -5.359 -1.336
C -1.110 -4.511 -0.209
O -2.485 -4.753 -0.077
C -3.054 -4.190 1.100
N -1.327 -5.076 -2.569
H 1.528 -5.433 -0.886
H 1.131 -4.086 -2.054
H 1.194 -5.839 -2.492
H -0.676 -6.426 -1.147
H -0.958 -3.454 -0.454
H -0.621 -4.682 0.753
H -2.701 -3.174 1.291
H -2.810 -4.821 1.954
H -4.120 -4.112 0.889
H -2.278 -5.260 -2.272
H -1.092 -5.692 -3.335
C -4.486 -1.105 -0.535
C -3.630 -1.898 -1.533
C -4.408 -2.050 -2.829
O -5.696 -2.575 -2.518
C -5.728 -4.000 -2.453
N -2.372 -1.202 -1.744
H -5.359 -1.699 -0.269
H -4.777 -0.129 -0.926
H -3.977 -1.025 0.428
H -3.494 -2.846 -1.010
H -3.912 -2.703 -3.552
H -4.594 -1.100 -3.333
H -5.069 -4.363 -1.658
H -5.367 -4.466 -3.371
H -6.688 -4.388 -2.117
H -1.803 -1.938 -2.146
H -1.951 -0.897 -0.877
C 3.942 -0.820 3.314
C 2.619 -0.480 4.054
C 2.779 -0.101 5.504
O 1.525 0.027 6.137
C 1.684 0.164 7.537
N 2.062 0.576 3.234
H 4.369 -1.683 3.831
H 4.697 -0.034 3.353
H 3.797 -1.074 2.265
H 1.880 -1.280 3.961
H 3.429 0.779 5.474
H 3.359 -0.891 5.989
H 0.730 0.301 8.045
H 2.327 0.985 7.859
H 2.117 -0.759 7.931
H 1.260 0.871 3.783
H 1.710 0.158 2.384
C -4.242 2.915 -1.055
C -2.727 2.998 -1.069
C -2.088 2.770 0.288
O -0.644 2.701 0.245
C -0.146 2.723 1.566
N -2.233 1.871 -1.957
H -4.620 2.151 -0.374
H -4.731 2.721 -2.009
H -4.666 3.852 -0.687
H -2.535 4.006 -1.441
H -2.460 1.899 0.832
H -2.513 3.602 0.859
H 0.895 3.046 1.542
H -0.199 1.726 2.006
H -0.682 3.429 2.202
H -2.718 1.023 -1.670
H -2.744 1.908 -2.837
C 2.204 6.777 -1.089
C 1.958 5.303 -1.306
C 2.927 4.353 -0.495
O 2.618 2.984 -0.627
C 3.537 2.162 0.087
N 0.549 4.979 -1.007
H 2.113 7.081 -0.044
H 1.399 7.338 -1.562
H 3.226 7.035 -1.367
H 2.136 5.050 -2.354
H 2.995 4.615 0.564
H 3.971 4.422 -0.813
H 3.850 2.566 1.051
H 4.449 1.997 -0.492
H 3.088 1.196 0.315
H 0.383 5.323 -0.066
H -0.096 5.587 -1.501
C 3.894 2.008 -5.782
C 3.088 1.534 -4.576
C 3.649 0.347 -3.820
O 2.807 0.044 -2.725
C 3.196 -1.147 -2.035
N 2.896 2.731 -3.717
H 3.593 2.987 -6.150
H 3.744 1.267 -6.568
H 4.947 2.008 -5.497
H 2.122 1.233 -4.989
H 4.713 0.456 -3.601
H 3.518 -0.503 -4.495
H 2.304 -1.510 -1.529
H 3.973 -0.943 -1.295
H 3.669 -1.914 -2.651
H 2.485 3.388 -4.371
H 3.756 3.187 -3.438
C -2.103 -1.070 4.065
C -1.049 -1.994 4.628
O -0.631 -2.888 3.550
O -1.486 -0.013 3.342
H -2.568 -0.558 4.911
H -2.844 -1.584 3.453
H -1.413 -2.713 5.363
H -0.217 -1.431 5.049
H -0.095 -2.398 2.915
H -1.439 -0.330 2.428

The total energy comes out at -61767.3670 eV. The frontier orbital gap comes out at 7.552 eV. As for the net charge: +1. The calculation puts the LUMO energy at -3.1 eV.